Entry 1:
A molecular structure, C37H23BCsF4I2N14O in a non-equilibrium geometry, computed with wB97M-V/def2-TZVPD.

Atoms and positions in Å:
Cs1 0.93 0.46 -1.29
I1 5.18 0.49 -1.93
I2 6.14 6.34 -2.63
F1 -5.13 -0.08 1.39
F2 -3.69 0.16 -0.79
F3 -3.80 -4.56 -1.39
F4 -5.25 -4.80 0.80
O1 2.40 1.54 -2.96
N1 -1.43 0.02 -2.86
N2 2.48 -0.77 1.68
N3 2.02 -3.23 1.88
N4 3.03 0.18 0.88
N5 0.33 3.81 -2.46
N6 -0.56 -0.60 1.01
N7 -0.08 3.40 0.63
N8 -6.71 -0.64 3.92
N9 -2.04 -4.03 -3.80
N10 0.09 -1.62 1.62
N11 1.58 -2.11 -0.36
N12 2.64 -1.80 -1.15
N13 -6.83 -4.79 3.42
N14 1.22 -4.32 1.81
C1 -1.86 -1.45 2.63
C2 -1.76 4.84 -0.27
C3 3.66 1.01 1.69
C4 -5.96 -2.59 2.38
C5 1.23 4.02 -3.59
C6 -2.67 4.41 0.68
C7 -2.11 -0.87 -2.62
C8 -3.60 -2.20 -1.18
C9 -2.26 3.47 1.62
C10 -4.12 -3.48 -0.70
C11 -4.85 -3.60 0.41
C12 -6.34 -1.47 3.22
C13 1.94 -5.33 2.26
C14 -0.67 -2.15 2.59
C15 0.54 4.69 -1.31
C16 3.56 4.91 -3.17
C17 -4.79 -1.18 0.71
C18 3.17 2.52 -2.90
C19 3.24 -3.57 2.35
C20 4.89 4.72 -2.75
C21 2.70 3.86 -3.24
C22 -5.25 -2.46 1.24
C23 -0.96 3.00 1.55
C24 1.03 -2.80 -2.39
C25 3.24 -4.91 2.62
C26 -4.05 -1.06 -0.39
C27 3.53 0.62 3.03
C28 4.55 2.36 -2.46
C29 2.31 -2.20 -2.37
C30 -6.43 -3.84 2.92
C31 -2.77 -2.10 -2.24
C32 2.77 -0.51 2.98
C33 -0.48 4.31 -0.26
C34 -2.39 -3.21 -3.08
C35 -1.73 -0.50 1.61
C36 0.61 -2.73 -1.08
C37 5.38 3.46 -2.40
B1 1.57 -1.93 1.20
H1 0.96 3.31 -4.37
H2 4.18 1.86 1.27
H3 -2.68 -1.61 3.31
H4 4.01 -2.83 2.44
H5 6.41 3.35 -2.07
H6 -0.60 2.26 2.25
H7 2.99 -2.05 -3.18
H8 -2.42 0.27 1.31
H9 1.51 -6.31 2.31
H10 -2.92 3.11 2.39
H11 1.07 5.03 -3.98
H12 1.53 4.60 -0.86
H13 3.22 5.90 -3.41
H14 -0.31 -2.98 3.17
H15 2.40 -1.16 3.75
H16 3.94 1.10 3.91
H17 -0.28 -3.10 -0.60
H18 0.51 -3.24 -3.22
H19 4.05 -5.50 3.01
H20 -2.04 5.56 -1.03
H21 0.37 2.85 -2.16
H22 -3.68 4.81 0.70
H23 0.40 5.72 -1.63

Results
- relative energy (zero: lowest compared OMol25 entry of this formula, charge and spin) (eV) = 0.859
- HOMO-LUMO gap (spin up / spin down) (eV) = 5.17 / 5.30
- 2S+1 = 2
- charge = 0
- LUMO level (spin up / spin down) (eV) = -3.4 / -3.4
- expectation value of S² = 0.788



Entry 2:
A molecular structure, C37H24BF9InN2O2P, computed with wB97M-V/def2-TZVPD.

Atoms and positions in Å:
In1 0.08 -0.14 0.39
P1 0.41 2.07 -0.93
F1 -6.01 2.64 -1.94
F2 2.54 6.37 3.73
F3 4.27 5.07 3.62
F4 -5.45 3.32 -3.92
F5 4.55 0.99 -6.03
F6 -5.64 4.75 -2.29
F7 2.58 4.54 4.87
F8 5.44 2.76 -5.17
F9 3.84 2.96 -6.61
O1 2.60 0.51 2.03
O2 0.86 0.27 3.50
N1 -0.13 -1.78 -1.06
N2 -2.10 -0.30 0.06
C1 -4.31 0.57 0.18
C2 -2.46 -1.14 -0.93
C3 1.51 2.09 -2.34
C4 -3.79 3.29 -2.25
C5 3.29 2.18 -4.45
C6 3.01 0.93 3.30
C7 2.92 4.36 1.31
C8 -1.21 2.66 -1.45
C9 0.46 3.12 1.64
C10 -1.65 -3.08 -2.34
C11 -5.23 3.52 -2.61
C12 -3.11 2.24 -2.88
C13 1.06 3.75 2.71
C14 -3.18 4.04 -1.26
C15 2.93 5.09 3.71
C16 1.36 3.06 -3.33
C17 2.06 1.12 5.51
C18 1.08 3.10 0.39
C19 1.96 0.78 4.18
C20 3.29 1.63 5.91
C21 2.32 3.72 0.23
C22 4.23 1.43 3.68
C23 0.88 -2.56 -1.48
C24 -3.76 -1.14 -1.41
C25 -1.83 1.93 -2.47
C26 0.69 -3.61 -2.35
C27 2.25 3.11 -4.39
C28 -1.88 3.73 -0.86
C29 -1.39 -2.03 -1.48
C30 2.56 1.17 -2.41
C31 -0.60 -3.88 -2.78
C32 -3.00 0.53 0.60
C33 4.29 2.23 -5.59
C34 3.45 1.22 -3.46
C35 -4.69 -0.28 -0.85
C36 4.35 1.79 5.02
C37 2.29 4.37 2.54
B1 1.30 0.14 2.21
H1 -3.70 4.87 -0.81
H2 -5.01 1.25 0.64
H3 5.28 2.20 5.38
H4 2.14 3.85 -5.17
H5 -4.05 -1.80 -2.21
H6 -3.58 1.70 -3.68
H7 2.69 0.43 -1.63
H8 1.23 1.00 6.19
H9 -5.71 -0.26 -1.22
H10 -1.29 1.13 -2.97
H11 1.87 -2.32 -1.10
H12 5.05 1.54 2.98
H13 3.42 1.93 6.94
H14 2.82 3.72 -0.73
H15 0.55 3.78 -3.28
H16 -2.66 -3.30 -2.65
H17 3.89 4.84 1.18
H18 -2.65 1.16 1.41
H19 -0.49 2.62 1.80
H20 1.53 -4.21 -2.66
H21 4.27 0.51 -3.53
H22 0.58 3.76 3.68
H23 -0.80 -4.70 -3.45
H24 -1.40 4.34 -0.11

Results
- relative energy (zero: lowest compared OMol25 entry of this formula, charge and spin) (eV) = 0.000
- HOMO-LUMO gap (eV) = 6.83
- charge = +2
- LUMO level (eV) = -6.7



Entry 3:
A molecular structure, C37H24Br2N5O3TaTe in a non-equilibrium geometry, computed with wB97M-V/def2-TZVPD.

Atoms and positions in Å:
Ta1 0.67 -1.01 0.14
Te1 1.72 -3.24 0.77
Br1 -1.18 1.84 3.51
Br2 3.53 2.41 6.48
O1 -4.20 -0.63 -2.71
O2 0.73 0.27 1.57
O3 -0.25 -1.60 -1.56
N1 -1.75 -1.46 0.36
N2 3.31 -0.27 1.90
N3 -0.74 -2.03 2.87
N4 -2.39 -1.34 -0.87
N5 -0.13 1.12 -1.13
C1 -2.46 -2.49 4.98
C2 1.96 0.69 -2.20
C3 -2.95 -2.13 3.73
C4 -0.27 -2.37 4.07
C5 -3.55 -0.82 -4.95
C6 0.67 1.47 3.63
C7 -1.14 2.50 -3.33
C8 -1.90 2.46 -2.14
C9 -3.33 2.28 0.24
C10 -1.10 -2.62 5.16
C11 4.73 0.50 4.16
C12 3.55 -0.85 -1.29
C13 -1.36 1.74 -1.05
C14 0.08 1.93 -3.37
C15 2.66 1.70 4.96
C16 -3.23 -0.91 -3.60
C17 -2.53 -1.62 1.34
C18 -2.60 -1.10 -5.92
C19 -2.04 -1.92 2.71
C20 4.55 -0.62 2.06
C21 4.52 -0.39 -2.17
C22 -1.29 -1.46 -5.56
C23 2.26 -0.31 -1.27
C24 -2.11 1.67 0.15
C25 -1.52 -1.41 -1.82
C26 2.71 0.47 2.87
C27 -3.87 2.99 -0.86
C28 0.60 1.26 -2.23
C29 -1.92 -1.28 -3.22
C30 2.94 1.16 -3.08
C31 -3.17 3.08 -2.02
C32 1.35 1.98 4.77
C33 1.31 0.75 2.68
C34 -0.97 -1.54 -4.22
C35 5.31 -0.27 3.20
C36 4.22 0.64 -3.07
C37 3.39 0.90 4.02
H1 0.82 2.60 5.48
H2 -3.15 -2.68 5.80
H3 0.66 1.94 -4.29
H4 -0.55 -1.69 -6.32
H5 4.97 1.01 -3.75
H6 -1.55 3.00 -4.20
H7 0.81 -2.45 4.15
H8 5.29 0.80 5.04
H9 -1.68 1.15 0.99
H10 -3.60 -1.60 1.15
H11 -2.87 -1.05 -6.96
H12 2.71 1.97 -3.77
H13 6.34 -0.60 3.29
H14 -3.89 2.23 1.18
H15 -4.85 3.47 -0.77
H16 -3.84 -0.83 -1.82
H17 -4.56 -0.54 -5.22
H18 3.80 -1.66 -0.62
H19 -0.68 -2.92 6.11
H20 -4.01 -2.01 3.55
H21 -3.56 3.64 -2.87
H22 5.52 -0.82 -2.16
H23 4.99 -1.22 1.26
H24 0.03 -1.82 -3.91

Results
- relative energy (zero: lowest compared OMol25 entry of this formula, charge and spin) (eV) = 0.809
- HOMO-LUMO gap (eV) = 6.50
- charge = 0
- LUMO level (eV) = -0.7